(1)
Computed, not measured: an isolated ion of composition C5H12NOS and charge -1 in a non-equilibrium geometry, with ωB97M-V/def2-TZVPD.

Geometry as XYZ:
```
20
Properties=species:S:1:pos:R:3:forces:R:3
C -1.0822 3.2897 -0.1716 -1.458 -0.286 2.593
S -1.3258 1.7940 -1.1650 0.238 -0.020 -0.414
C -1.0231 0.3731 -0.0346 -1.324 1.159 0.443
C -0.4664 -0.8944 -0.6350 1.232 0.023 1.006
C 0.2737 -1.5247 0.5800 0.030 -0.117 0.949
N 0.5659 -2.9317 0.3984 0.543 -0.591 -0.509
C 1.7142 -0.7444 1.0586 -1.253 -1.905 -0.905
O 2.7539 -1.5546 0.8768 0.231 0.247 -0.009
H -1.6899 4.0897 -0.6314 0.750 -0.240 0.060
H -1.5344 3.1702 0.8768 -0.109 -0.178 -1.413
H -0.0973 3.5781 0.1945 0.507 0.027 -1.177
H -0.4028 0.7864 0.7490 0.524 -0.108 0.061
H -1.9837 0.1441 0.4728 0.389 0.095 -0.329
H 0.2784 -0.6863 -1.4183 -0.358 -0.088 -0.042
H -1.2845 -1.5373 -0.9679 0.270 -0.036 -0.288
H -0.4617 -1.4843 1.3995 0.102 0.129 0.108
H 1.1845 -3.1890 1.1756 -0.435 0.182 0.256
H 1.3432 -2.9224 -0.2679 -0.160 0.003 -0.379
H 1.5587 -0.4900 2.1370 -0.186 0.612 -0.301
H 1.6383 0.0865 0.3436 0.467 1.092 0.289
```
Forces are in eV/Å.

Output
SMILES: CSCC[C@@H](N)C[O-]
2S+1: 1
E: -19751.30138 eV
LUMO: 3.0465 eV
HOMO-LUMO gap: 5.760 eV
net charge: -1
max |F|: 0.058 Eh/bohr
HOMO energy: -2.71 eV

(2)
Computed, not measured: an isolated ion of composition C5H12NOS and charge +1 in a non-equilibrium geometry, with ωB97M-V/def2-TZVPD.

Geometry as XYZ:
```
20
Properties=species:S:1:pos:R:3:forces:R:3
C -1.7674 -1.3591 2.1295 -2.127 3.924 0.995
S -1.8733 -0.0503 0.8044 -0.245 -1.703 0.073
C -0.4903 -0.7537 -0.1201 1.934 3.882 -0.575
O -0.3564 -2.0740 -0.3782 -0.766 -0.483 0.625
C 0.8469 -0.0699 0.3961 3.851 -0.769 0.664
N 1.0214 0.7289 -0.9019 0.700 -1.367 -0.262
C 1.4908 2.1482 -0.8881 -1.699 -0.130 -1.524
C -0.3206 0.1226 -1.4101 0.886 0.110 -1.357
H -2.6385 -0.9797 2.8379 2.046 -1.441 -1.153
H -0.7821 -1.2209 2.5183 0.390 -0.242 0.840
H -1.9001 -2.2899 1.6841 -0.589 -1.611 -0.238
H -1.2345 -2.3776 -0.1439 -0.271 -1.239 -0.311
H 0.9024 0.6359 1.3144 -0.671 -1.204 -1.661
H 1.8485 -0.7313 0.4609 -2.557 0.987 0.089
H 1.6265 0.3342 -1.6311 0.489 -0.606 1.350
H 0.6013 2.7335 -0.7500 -0.370 0.676 -0.361
H 2.1439 2.4727 -0.1097 0.782 -0.755 0.636
H 1.9358 2.2408 -1.8901 -0.149 0.823 0.565
H -0.0929 -0.4887 -2.3892 -0.779 1.295 1.959
H -0.9615 0.9783 -1.5330 -0.855 -0.149 -0.356
```
Forces are in eV/Å.

Output
SMILES: CS[C@]1(O)C[N@H+](C)C1
2S+1: 1
E: -19743.23485 eV
LUMO: -3.2054 eV
HOMO-LUMO gap: 9.833 eV
net charge: +1
max |F|: 0.089 Eh/bohr
HOMO energy: -13.04 eV

(3)
Computed, not measured: an isolated ion of composition C5H12NS and charge +1 in a non-equilibrium geometry, with ωB97M-V/def2-TZVPD.

Geometry as XYZ:
```
19
Properties=species:S:1:pos:R:3:forces:R:3
C 0.2854 -0.3400 -0.4530 0.020 1.843 -0.517
C 1.3517 0.4122 -1.1845 -1.976 1.262 -0.985
C -0.7444 -0.8521 -1.4276 1.565 -3.450 -0.598
C -1.3135 -0.3308 1.3178 -4.110 -1.104 -2.436
C 0.4869 1.2922 1.4125 3.250 -1.412 -1.287
N -0.1614 0.1651 0.6969 0.983 0.838 -0.269
S 1.3350 -2.2660 -0.2192 0.419 -0.641 0.370
H 1.6640 -0.1401 -2.0341 0.286 -0.592 -0.858
H 2.2067 0.8512 -0.7526 0.752 0.229 1.156
H 0.6932 1.2434 -1.5959 1.061 -0.494 0.195
H -1.4382 -1.4114 -0.7969 -0.686 0.327 -1.013
H -0.2290 -1.6787 -2.1255 -0.963 1.572 1.410
H -1.1010 -0.1424 -2.1655 -0.430 0.445 0.520
H -1.2456 -0.2122 2.3187 0.411 0.060 3.303
H -2.3097 0.2194 1.0616 1.741 -0.650 -0.007
H -1.5280 -1.4051 1.0809 0.420 0.874 0.404
H 1.3416 0.8812 2.0863 -0.769 0.717 -1.620
H 0.8161 2.0298 0.6084 -0.273 -0.720 1.706
H -0.1097 1.6841 2.1715 -1.701 0.895 0.529
```
Forces are in eV/Å.

Output
2S+1: 1
E: -17693.42883 eV
LUMO (alpha / beta): -7.7601 / -7.8112 eV
HOMO-LUMO gap (alpha / beta): 5.921 / 5.835 eV
net charge: +1
max |F|: 0.095 Eh/bohr
HOMO energy (alpha / beta): -13.68 / -13.65 eV

(4)
Computed, not measured: an isolated ion of composition C5H12NSi and charge +1 in a non-equilibrium geometry, with ωB97M-V/def2-TZVPD.

Geometry as XYZ:
```
19
Properties=species:S:1:pos:R:3:forces:R:3
C 3.0294 0.1725 -0.2472 -1.597 -1.837 -1.037
N 2.1811 -0.6026 -0.1188 2.130 2.292 -0.549
C 0.9964 -1.2686 0.0953 -1.703 -1.693 -0.775
Si -0.5855 0.0624 0.1169 1.266 -0.677 -1.693
C -0.1790 1.4074 1.3444 -0.920 1.222 0.370
C -0.4624 0.7685 -1.7476 -0.894 1.275 1.495
C -1.9135 -1.2264 0.5727 2.075 0.714 -3.295
H 3.7272 0.7816 -0.7993 0.277 0.173 0.687
H 0.8458 -2.2222 -0.5991 0.541 2.311 1.122
H 1.0919 -1.6561 1.0869 -0.203 -0.445 0.880
H -0.9180 2.2266 1.0878 1.060 -0.392 -0.281
H -0.6405 1.1841 2.3174 0.778 -0.418 0.112
H 0.8565 1.8647 1.4613 -1.398 -0.733 -0.268
H 0.5418 0.8055 -2.1929 -0.228 -0.381 0.256
H -1.1703 0.2875 -2.4138 0.138 -0.392 -0.160
H -0.8053 1.8552 -1.7561 0.394 -1.221 0.266
H -1.7976 -2.0535 -0.1596 0.174 0.123 0.806
H -1.9273 -1.4836 1.5590 0.531 -1.126 2.672
H -2.8707 -0.9030 0.3927 -2.420 1.205 -0.607
```
Forces are in eV/Å.

Output
SMILES: C#[N+]C[Si](C)(C)C
2S+1: 1
E: -14738.80300 eV
LUMO: -4.5794 eV
HOMO-LUMO gap: 9.998 eV
net charge: +1
max |F|: 0.077 Eh/bohr
HOMO energy: -14.58 eV